Entry 1:
50
Properties=species:S:1:pos:R:3 method="wB97M-V/def2-TZVPD" homo_energy_ha=-0.2463 lumo_energy_ev=-0.0697 e_tot_ev=-52286.4205 homo_lumo_gap_ev=6.63 relative_energy_kj_mol=57.0 largest_force_ev_per_a=0.18
Zr -0.378 -0.892 -0.877
Te 2.281 -1.933 -0.757
C 3.167 -0.342 -1.845
C 3.998 0.569 -1.200
C 4.550 1.632 -1.899
C 4.276 1.798 -3.249
C 3.455 0.887 -3.898
C 2.905 -0.182 -3.203
H 4.207 0.451 -0.143
H 5.195 2.334 -1.385
H 4.705 2.630 -3.793
H 3.234 1.007 -4.952
H 2.257 -0.882 -3.715
C -2.655 2.629 3.138
N -2.192 1.700 2.078
C -2.774 2.096 0.760
C -0.651 1.550 2.106
C 0.026 2.089 0.888
C 0.558 3.375 0.960
C 1.194 3.935 -0.138
C 1.285 3.195 -1.306
C 0.740 1.919 -1.366
C 0.100 1.304 -0.277
H -3.739 2.702 3.104
H -2.210 3.603 2.948
H -2.334 2.254 4.106
H -2.551 0.761 2.282
H -2.429 3.098 0.521
H -3.856 2.066 0.863
H -2.451 1.408 -0.012
H -0.480 0.482 2.216
H -0.330 2.059 3.013
H 0.493 3.936 1.888
H 1.618 4.929 -0.078
H 1.785 3.604 -2.176
H 0.823 1.388 -2.311
Te -1.596 -0.793 -3.150
C -2.639 -6.240 1.900
C -1.982 -5.131 1.143
C -1.031 -5.377 0.156
C -0.473 -4.285 -0.472
N -0.841 -3.050 -0.138
C -1.786 -2.900 0.809
S -2.203 -1.222 1.040
N -2.361 -3.890 1.465
H -2.305 -7.218 1.560
H -3.721 -6.167 1.787
H -2.418 -6.135 2.963
H -0.738 -6.383 -0.107
H 0.276 -4.369 -1.249

Entry 2:
59
Properties=species:S:1:pos:R:3 method="wB97M-V/def2-TZVPD" homo_energy_ha=-0.5583 lumo_energy_ev=-7.4522 e_tot_ev=-58831.9017 homo_lumo_gap_ev=7.74 relative_energy_kj_mol=169.7 charge=+2 largest_force_ev_per_a=1.05
Pt -0.527 0.171 0.902
O 0.657 4.616 4.834
C 0.450 3.602 4.013
C 1.481 2.793 3.502
C 1.133 1.781 2.644
N -0.129 1.587 2.281
C -1.140 2.243 2.864
C -0.888 3.276 3.725
C -2.465 1.543 2.644
O -3.518 1.878 3.074
O -2.309 0.423 1.909
C 2.028 0.662 2.191
O 3.206 0.575 2.343
O 1.300 -0.328 1.637
H 1.594 4.764 5.023
H 2.517 2.911 3.793
H -1.710 3.783 4.213
N 0.354 -2.921 2.100
C -0.782 -2.957 1.412
N -1.480 -4.080 1.428
C -2.620 -4.106 0.744
N -3.338 -5.216 0.732
N -3.112 -3.043 0.043
C -2.376 -1.980 0.081
N -1.191 -1.850 0.718
C -2.853 -0.778 -0.638
C -4.018 -0.773 -1.377
C -4.402 0.401 -2.008
C -3.598 1.524 -1.882
C -2.443 1.444 -1.128
N -2.085 0.313 -0.528
H 0.613 -3.755 2.601
H 0.935 -2.097 2.130
H -3.017 -6.025 1.240
H -4.208 -5.248 0.230
H -4.598 -1.682 -1.433
H -5.315 0.438 -2.586
H -3.860 2.463 -2.347
H -1.800 2.304 -0.993
C 1.662 1.715 -4.525
C 2.338 2.108 -3.225
N 2.736 0.933 -2.444
C 2.154 0.429 -1.368
S 0.772 1.305 -0.741
N 2.619 -0.663 -0.795
C 3.780 -1.428 -1.258
C 3.459 -2.346 -2.427
H 1.455 2.603 -5.119
H 0.722 1.196 -4.337
H 2.303 1.062 -5.119
H 1.688 2.728 -2.608
H 3.242 2.691 -3.400
H 3.528 0.418 -2.804
H 2.194 -0.909 0.090
H 4.120 -2.002 -0.398
H 4.594 -0.733 -1.485
H 2.685 -3.061 -2.152
H 4.350 -2.902 -2.711
H 3.113 -1.799 -3.305

Entry 3:
45
Properties=species:S:1:pos:R:3 method="wB97M-V/def2-TZVPD" homo_energy_ha=-0.1869 lumo_energy_ev=-1.9186 e_tot_ev=-24647.3380 homo_lumo_gap_ev=3.17 relative_energy_kj_mol=494.2 largest_force_ev_per_a=2.96
C 0.761 1.830 -4.706
N -0.257 1.546 -3.696
C -1.635 1.917 -4.023
C 0.124 1.340 -2.398
C -0.767 1.179 -1.352
C -0.414 1.367 -0.026
C -1.309 1.261 1.080
C -0.992 1.887 2.302
C -1.860 1.832 3.366
C -3.049 1.132 3.258
C -3.373 0.490 2.075
C -2.526 0.558 0.995
H 0.320 2.250 -5.607
H 1.472 2.552 -4.311
H 1.290 0.919 -4.979
H -1.703 2.350 -5.019
H -2.287 1.045 -3.977
H -1.977 2.666 -3.309
H 1.176 1.413 -2.176
H -1.799 0.983 -1.588
H 0.588 1.702 0.184
H -0.075 2.445 2.376
H -1.623 2.353 4.279
H -3.723 1.088 4.097
H -4.294 -0.064 2.004
H -2.770 0.038 0.085
C 1.206 -1.985 -2.352
C 1.622 -1.589 -0.974
C 1.096 -2.341 0.108
C 1.437 -2.169 1.463
C 2.333 -1.164 1.873
C 2.700 -1.026 3.186
C 2.188 -1.891 4.138
C 1.301 -2.890 3.773
C 0.921 -3.028 2.460
O 2.401 -0.660 -0.822
H 0.151 -2.254 -2.371
H 1.359 -1.164 -3.054
H 1.783 -2.846 -2.689
H 0.413 -3.131 -0.138
H 2.738 -0.513 1.122
H 3.395 -0.253 3.474
H 2.494 -1.796 5.166
H 0.925 -3.570 4.523
H 0.237 -3.811 2.181

Entry 4:
46
Properties=species:S:1:pos:R:3 method="wB97M-V/def2-TZVPD" homo_energy_ha=-0.2919 lumo_energy_ev=0.5645 e_tot_ev=-26699.2213 homo_lumo_gap_ev=8.51 relative_energy_kj_mol=21.4 smiles="CCCN(CCC)C(=O)Cc1coc2ccc3ccccc3c12" largest_force_ev_per_a=1.18
C 5.262 1.817 -0.283
C 3.778 1.516 -0.119
C 3.544 0.036 0.192
N 2.128 -0.283 0.269
C 1.463 -0.685 -0.953
C 1.305 -2.206 -1.099
C 2.634 -2.947 -1.175
C 1.510 -0.079 1.457
O 2.126 0.267 2.448
C 0.002 -0.289 1.501
C -0.716 0.857 0.862
C -0.174 2.074 0.580
O -1.057 2.907 -0.013
C -2.212 2.220 -0.120
C -3.398 2.694 -0.696
C -4.463 1.845 -0.726
C -4.395 0.535 -0.180
C -5.522 -0.307 -0.210
C -5.482 -1.564 0.332
C -4.310 -2.024 0.940
C -3.192 -1.231 0.982
C -3.197 0.056 0.417
C -2.078 0.934 0.415
H 5.801 1.567 0.627
H 5.683 1.238 -1.103
H 5.415 2.872 -0.494
H 3.372 2.110 0.701
H 3.243 1.786 -1.033
H 3.990 -0.201 1.161
H 4.007 -0.585 -0.575
H 0.478 -0.214 -1.012
H 2.056 -0.310 -1.791
H 0.730 -2.392 -2.009
H 0.732 -2.601 -0.259
H 3.192 -2.828 -0.250
H 3.237 -2.576 -2.002
H 2.461 -4.009 -1.332
H -0.269 -1.224 1.013
H -0.279 -0.352 2.556
H 0.811 2.458 0.755
H -3.443 3.694 -1.096
H -5.397 2.162 -1.165
H -6.429 0.060 -0.669
H -6.354 -2.200 0.303
H -4.289 -3.009 1.381
H -2.304 -1.592 1.472

Entry 5:
49
Properties=species:S:1:pos:R:3 method="wB97M-V/def2-TZVPD" homo_energy_ha=-0.2978 lumo_energy_ev=0.4464 e_tot_ev=-41629.3225 homo_lumo_gap_ev=8.55 relative_energy_kj_mol=8.2 smiles="COC(=O)c1cc(CNC(=O)CCCSc2ccccc2)ccc1OC" largest_force_ev_per_a=0.64
C -4.847 -2.543 -1.480
O -4.276 -1.428 -0.817
C -3.095 -1.016 -1.283
O -2.536 -1.550 -2.216
C -2.524 0.145 -0.561
C -1.343 0.664 -1.084
C -0.677 1.722 -0.491
C 0.582 2.290 -1.091
N 1.531 1.280 -1.499
C 2.819 1.278 -1.088
O 3.265 2.106 -0.321
C 3.641 0.165 -1.720
C 5.059 0.090 -1.158
C 5.089 -0.257 0.323
S 4.328 -1.884 0.670
C 2.628 -1.466 0.990
C 1.642 -2.248 0.402
C 0.310 -1.998 0.670
C -0.043 -0.967 1.525
C 0.941 -0.184 2.104
C 2.276 -0.435 1.848
C -1.229 2.272 0.658
C -2.409 1.787 1.190
C -3.081 0.717 0.599
O -4.226 0.190 1.080
C -4.803 0.739 2.241
H -5.797 -2.735 -0.989
H -4.999 -2.320 -2.539
H -4.190 -3.412 -1.399
H -0.969 0.197 -1.983
H 1.101 2.921 -0.365
H 0.316 2.908 -1.961
H 1.203 0.551 -2.112
H 3.127 -0.787 -1.570
H 3.687 0.354 -2.795
H 5.625 -0.656 -1.720
H 5.543 1.061 -1.282
H 6.118 -0.339 0.673
H 4.568 0.500 0.901
H 1.930 -3.055 -0.257
H -0.455 -2.603 0.207
H -1.083 -0.778 1.743
H 0.670 0.620 2.772
H 3.035 0.165 2.327
H -0.732 3.097 1.147
H -2.802 2.248 2.083
H -5.704 0.155 2.421
H -5.077 1.789 2.098
H -4.137 0.650 3.106

Entry 6:
51
Properties=species:S:1:pos:R:3 method="wB97M-V/def2-TZVPD" homo_energy_ha="-0.6026 / -0.6026" lumo_energy_ev="-13.5294 / -13.5333" e_tot_ev=-56470.6133 homo_lumo_gap_ev="2.87 / 2.86" relative_energy_kj_mol=0.0 charge=+3 largest_force_ev_per_a=1.45
Pd -0.178 -1.232 0.936
C -1.493 -5.219 1.239
S -0.025 -4.331 1.733
C 1.229 -5.510 1.278
O 0.121 -3.216 0.622
H -1.558 -5.192 0.151
H -2.358 -4.753 1.704
H -1.399 -6.246 1.592
H 1.086 -6.395 1.899
H 2.199 -5.069 1.495
H 1.125 -5.753 0.221
C -3.959 6.390 -0.281
C -3.429 4.999 -0.224
C -4.028 3.962 -0.946
C -3.563 2.669 -0.891
C -4.275 1.617 -1.700
C -2.421 2.387 -0.069
C -1.994 1.056 -0.016
O -0.966 0.644 0.619
C -1.785 3.441 0.670
C -0.582 3.240 1.545
C -2.312 4.704 0.574
H -4.716 6.503 -1.052
H -3.152 7.100 -0.468
H -4.405 6.653 0.681
H -4.887 4.172 -1.570
H -5.080 2.060 -2.280
H -4.715 0.850 -1.059
H -3.601 1.115 -2.396
H -2.604 0.327 -0.555
H -0.796 2.526 2.343
H -0.273 4.180 1.993
H 0.252 2.827 0.976
H -1.843 5.499 1.139
O -1.379 -1.358 3.907
C -0.997 -1.367 2.862
O 7.506 -2.260 -1.954
C 6.780 -1.791 -0.969
O 7.215 -1.352 0.055
C 5.279 -1.676 -1.067
C 4.641 -1.117 -2.201
C 3.303 -0.894 -2.162
C 2.532 -1.220 -0.951
S 0.961 -0.785 -1.017
C 3.217 -1.803 0.188
C 4.550 -2.002 0.127
H 7.009 -2.652 -2.688
H 5.213 -0.852 -3.082
H 2.787 -0.462 -3.012
H 2.662 -2.034 1.086
H 5.106 -2.380 0.976

Entry 7:
62
Properties=species:S:1:pos:R:3 method="wB97M-V/def2-TZVPD" homo_energy_ha=-0.0907 lumo_energy_ev=4.1553 e_tot_ev=-137677.5640 homo_lumo_gap_ev=6.62 relative_energy_kj_mol=0.0 charge=-2 largest_force_ev_per_a=0.20
Tl 0.727 -0.560 -1.347
C 2.230 -4.393 -2.536
C 0.969 -3.904 -3.193
C -0.191 -3.752 -2.432
C -1.355 -3.260 -3.000
C -1.384 -2.917 -4.348
C -0.242 -3.075 -5.117
C 0.926 -3.564 -4.540
H 3.103 -4.196 -3.160
H 2.181 -5.471 -2.354
H 2.349 -3.899 -1.569
H -0.146 -3.964 -1.370
H -2.231 -3.107 -2.382
H -2.287 -2.510 -4.784
H -0.251 -2.798 -6.165
H 1.823 -3.661 -5.142
S 0.224 1.588 0.611
C -1.405 1.320 1.189
C -1.811 2.187 2.257
N -2.101 2.885 3.129
C -2.296 0.402 0.707
S -2.035 -0.767 -0.544
C -3.620 0.401 1.275
N -4.696 0.406 1.689
N 1.875 3.637 2.756
C 2.636 2.741 3.402
N 2.275 1.450 3.305
N 3.688 3.045 4.147
C 4.055 4.310 4.203
N 4.459 5.396 4.290
H 1.141 3.320 2.131
H 2.086 4.615 2.846
H 1.611 1.192 2.578
H 2.963 0.770 3.576
C -2.046 2.662 -2.229
As -2.804 4.269 -1.497
C -1.546 4.958 -0.212
C -4.316 3.692 -0.442
O -3.185 5.399 -2.636
H -2.259 1.783 -1.620
H -0.965 2.771 -2.298
H -2.470 2.543 -3.226
H -1.566 4.377 0.708
H -1.829 5.991 -0.011
H -0.544 4.920 -0.636
H -4.010 2.933 0.279
H -5.067 3.281 -1.115
H -4.730 4.553 0.081
C 0.375 -1.959 2.140
C 1.485 -2.630 1.314
O 1.348 -2.486 -0.018
C 1.476 -4.145 1.646
F 2.331 -4.861 0.896
F 1.781 -4.424 2.940
F 0.253 -4.666 1.426
C 2.847 -2.033 1.760
F 2.961 -0.768 1.315
F 3.911 -2.707 1.285
F 3.014 -1.967 3.109
H -0.580 -2.294 1.741
H 0.428 -0.880 1.984
H 0.440 -2.179 3.206

Entry 8:
62
Properties=species:S:1:pos:R:3 method="wB97M-V/def2-TZVPD" multiplicity=6 homo_energy_ha="-0.4349 / -0.4348" lumo_energy_ev="-3.2177 / -6.7045" e_tot_ev=-103105.0038 homo_lumo_gap_ev="8.62 / 5.13" relative_energy_kj_mol=77.1 charge=+1 largest_force_ev_per_a=1.78
Co 0.106 0.203 -0.136
C -3.564 1.947 0.983
C -2.647 1.533 0.025
N -1.644 0.902 0.625
N -1.876 0.894 1.944
C -3.036 1.519 2.187
B -0.864 0.249 2.928
N -0.721 -1.227 2.504
C -0.920 -2.385 3.151
C -0.646 -3.427 2.293
C -0.273 -2.809 1.106
N -0.322 -1.490 1.246
N 0.513 0.920 2.692
C 1.267 1.634 3.539
C 2.390 2.074 2.864
C 2.254 1.568 1.577
N 1.119 0.877 1.494
N -1.321 0.545 4.344
C -1.662 -0.167 5.445
C -2.000 0.710 6.447
C -1.840 1.980 5.874
N -1.442 1.851 4.632
H -4.475 2.482 0.821
H -2.652 1.683 -1.038
H -3.417 1.636 3.179
H -1.237 -2.434 4.167
H -0.705 -4.474 2.496
H 0.028 -3.274 0.188
H 0.966 1.786 4.554
H 3.191 2.672 3.244
H 2.899 1.667 0.724
H -1.658 -1.234 5.488
H -2.313 0.482 7.444
H -2.000 2.943 6.312
C 1.377 -4.686 -5.152
Si 1.922 -3.573 -3.711
C 2.573 -4.568 -2.211
C 3.170 -2.219 -4.216
C 0.315 -2.692 -3.143
C -0.935 -2.887 -3.721
C -2.056 -2.226 -3.245
C -1.907 -1.373 -2.158
N -0.732 -1.167 -1.599
C 0.359 -1.785 -2.078
S 1.805 -1.379 -1.234
H 2.225 -5.234 -5.547
H 0.957 -4.108 -5.970
H 0.639 -5.419 -4.837
H 3.456 -5.133 -2.490
H 1.830 -5.275 -1.852
H 2.844 -3.907 -1.394
H 4.083 -2.663 -4.597
H 3.425 -1.602 -3.358
H 2.758 -1.576 -4.988
H -1.029 -3.571 -4.548
H -3.029 -2.365 -3.683
H -2.745 -0.852 -1.721
F 0.452 1.474 -1.482
B 0.729 2.919 -2.566
F 1.300 2.300 -3.587
F 1.502 3.629 -1.762
F -0.528 3.308 -2.716